{"formula": "C4H7FeO2", "method": "ωB97M-V with the def2-TZVPD basis set", "elements": ["O", "C", "C", "H", "H", "H", "Fe", "C", "C", "O", "H", "H", "H", "H"], "coordinates": [[-1.226923, 0.631735, 0.598736], [-0.260024, 0.984850, 1.385763], [0.528440, 2.105212, 1.321887], [1.524038, 2.082344, 1.768537], [0.133894, 0.163866, 2.015240], [0.005592, 3.064357, 1.265746], [-1.371940, -0.549089, -0.792385], [0.922372, 1.601764, -1.998688], [1.225539, 0.515358, -1.214502], [0.275379, 2.730227, -1.625971], [0.865168, 1.466059, -3.085371], [1.589541, 0.177565, -0.243248], [1.511420, -0.357773, -1.809884], [0.182950, 2.807473, -0.660089]], "atomic_forces_ev_per_a": [[-1.43, 0.75, 0.48], [2.86, -0.19, 0.17], [-1.52, -0.09, 1.17], [-0.58, 0.12, 0.36], [-0.07, 0.04, -0.31], [0.44, 0.04, -0.83], [0.29, -0.01, -0.49], [-1.83, -1.06, 1.70], [1.09, -1.40, -1.80], [0.87, 0.06, -0.63], [0.27, 0.18, 0.45], [-0.80, 1.57, 0.26], [0.08, 0.42, -0.67], [0.32, -0.43, 0.13]], "nbo_charge": [-0.9558, 0.2502, -0.6749, 0.2157, 0.1293, 0.2091, 0.8252, 0.2173, -0.6805, -0.6823, 0.1902, 0.2453, 0.2044, 0.5068], "max_force_ev_per_a": 2.87, "relative_energy_kcal_mol": 0.0, "s2": 8.760, "gap_ev": [7.6045, 7.6000], "e_lumo_ev": [0.409, -0.865], "multiplicity": 6}

{"formula": "C4H7GdO3", "method": "ωB97M-V with the def2-TZVPD basis set", "elements": ["O", "Gd", "O", "C", "O", "C", "H", "H", "C", "C", "H", "H", "H", "H", "H"], "coordinates": [[0.089125, 1.323846, 0.204565], [4.245955, 0.295512, 0.135875], [2.200693, 1.673281, -0.279463], [1.277322, 0.870467, -0.035600], [1.625197, -0.375893, 0.094899], [0.781322, -1.670875, 0.106842], [0.225984, -1.561138, -0.843730], [1.616963, -2.377261, -0.042179], [-1.054438, 0.510378, 0.677358], [-2.002814, 0.193828, -0.453696], [-0.722714, -0.377620, 1.226203], [-1.529704, 1.170402, 1.412714], [-1.525221, -0.453569, -1.201382], [-2.879724, -0.330320, -0.048147], [-2.347944, 1.108959, -0.954261]], "atomic_forces_ev_per_a": [[-0.31, -0.68, -0.10], [-0.19, 0.46, -0.14], [-0.09, -1.26, 0.09], [-0.24, 2.64, 0.38], [-0.56, -3.23, 0.68], [2.62, 2.18, -2.85], [-0.69, -0.39, 1.05], [-0.77, -0.25, 1.02], [-0.35, 0.46, 0.35], [0.04, -0.01, -0.23], [0.20, 0.18, -0.21], [0.18, -0.12, -0.24], [-0.24, 0.16, 0.12], [0.27, 0.13, -0.11], [0.14, -0.27, 0.19]], "mulliken_spin": [0.0031, 7.3460, 0.0024, -0.1898, -0.0805, 0.8523, 0.0185, 0.0289, 0.0075, 0.0019, 0.0090, 0.0039, -0.0041, 0.0001, 0.0007], "charge": 1, "max_force_ev_per_a": 4.44, "relative_energy_kcal_mol": 53.3, "s2": 20.367, "gap_ev": [8.9116, 3.8644], "e_lumo_ev": [-3.610, -5.761], "multiplicity": 9}

{"formula": "C4H7HgO3", "method": "ωB97M-V with the def2-TZVPD basis set", "elements": ["H", "Hg", "O", "O", "C", "C", "O", "C", "H", "H", "H", "H", "C", "H", "H"], "coordinates": [[1.293187, -1.018138, 1.323018], [-1.292665, -2.315638, 0.113142], [0.217454, -0.810080, -0.386066], [0.886286, 0.966093, 0.824559], [-0.749370, 0.612235, -0.542614], [-1.961361, 0.431089, 0.394009], [-2.482492, -0.844541, 0.405518], [1.264532, -0.297919, 0.471935], [0.029690, 1.130556, -1.126866], [-1.326479, 0.928591, -1.442017], [-2.716150, 1.188646, 0.073990], [-1.695265, 0.773374, 1.422560], [2.555019, -0.244984, -0.286940], [3.250414, -1.087005, -0.267732], [2.727200, 0.587720, -0.976497]], "atomic_forces_ev_per_a": [[0.22, -0.09, -0.20], [1.66, -4.36, -0.28], [-2.49, 2.46, -2.47], [2.14, -1.55, 1.30], [0.35, -2.18, -2.91], [0.88, 2.48, 2.31], [-2.80, 3.16, 0.12], [0.43, 3.11, 1.02], [0.59, 1.55, 2.79], [-1.04, -3.05, -1.53], [0.17, -0.53, -0.18], [0.05, -0.48, -0.32], [-0.04, -0.44, 0.05], [0.02, 0.25, 0.00], [-0.15, -0.33, 0.31]], "nbo_charge": [0.0879, 0.7724, -0.7514, -0.8536, -0.1265, -0.0819, -0.9662, 0.2767, 0.2563, 0.1506, 0.1353, 0.1487, -0.3453, 0.1385, 0.1583], "charge": -1, "max_force_ev_per_a": 4.68, "relative_energy_kcal_mol": 52.8, "s2": 2.013, "gap_ev": [7.2005, 5.5707], "e_lumo_ev": [3.869, 2.439], "multiplicity": 3}

{"formula": "C4H7IN", "method": "ωB97M-V with the def2-TZVPD basis set", "elements": ["I", "C", "C", "C", "C", "N", "H", "H", "H", "H", "H", "H", "H"], "coordinates": [[-20.329800, 3.192990, 18.783230], [-20.613180, 0.994820, 23.816830], [-20.703040, 1.782390, 22.489790], [-22.110790, 1.787780, 21.849810], [-23.049330, 2.260910, 22.836530], [-23.891610, 2.543480, 23.635190], [-19.579090, 0.848850, 24.128990], [-21.203760, 0.085950, 23.701620], [-21.103240, 1.474300, 24.664200], [-19.994130, 1.412920, 21.748820], [-20.325040, 2.796730, 22.617540], [-22.552740, 0.858130, 21.491290], [-22.173080, 2.448490, 20.985130]], "atomic_forces_ev_per_a": [[0.00, -0.03, 0.03], [-0.57, 0.40, -0.38], [0.42, -0.37, -0.16], [0.21, 0.64, 0.29], [-4.44, 1.24, 3.60], [3.52, -0.99, -3.11], [-0.05, -0.42, -0.23], [0.56, -0.51, 0.03], [-0.08, 0.50, -0.15], [-0.14, -0.42, -0.03], [-0.49, 0.24, 0.10], [0.65, -0.48, 0.12], [0.41, 0.18, -0.11]], "nbo_charge": [-0.9805, -0.6192, -0.3920, -0.5486, 0.3252, -0.4095, 0.2080, 0.1981, 0.2069, 0.2389, 0.2197, 0.2422, 0.3108], "charge": -1, "max_force_ev_per_a": 5.84, "relative_energy_kcal_mol": 5.5, "gap_ev": 7.2298, "e_lumo_ev": 3.476, "multiplicity": 1}

{"formula": "C4H7IN", "method": "ωB97M-V with the def2-TZVPD basis set", "elements": ["C", "C", "C", "C", "N", "I", "H", "H", "H", "H", "H", "H", "H"], "coordinates": [[-1.867615, 0.436881, 0.271967], [1.030207, 1.312573, -0.142828], [0.449693, -0.030217, -0.590405], [0.870777, -1.316762, 0.189472], [-0.930763, 0.193435, -0.484201], [-3.887708, -0.023703, -0.019750], [-1.851885, 0.931865, 1.312845], [0.919729, 1.800946, 0.841251], [1.598832, 1.914216, -0.878045], [0.741958, -0.265549, -1.680440], [0.946068, -1.074116, 1.297372], [1.913800, -1.754368, -0.138856], [0.066904, -2.125201, 0.021624]], "atomic_forces_ev_per_a": [[-0.84, 1.18, 2.80], [0.07, -1.57, -0.73], [2.74, 0.28, -0.81], [0.90, -1.12, 0.97], [-0.75, -0.06, -0.94], [0.24, -0.14, -0.40], [0.54, -0.50, -1.53], [-0.50, -0.67, -0.42], [-0.64, -0.24, 0.28], [-0.60, 0.84, 1.48], [-0.24, -0.47, -1.31], [-2.15, 1.12, 0.45], [1.23, 1.35, 0.17]], "nbo_charge": [0.0223, 0.1412, -0.1803, -0.6075, -0.3718, 0.2939, 0.2194, 0.2239, 0.2260, 0.2699, 0.2328, 0.2656, 0.2645], "charge": 1, "max_force_ev_per_a": 3.15, "relative_energy_kcal_mol": 109.3, "gap_ev": [6.3520, 6.3503], "e_lumo_ev": [-7.412, -7.414], "multiplicity": 1}

{"formula": "C4H7IN2", "method": "ωB97M-V with the def2-TZVPD basis set", "elements": ["C", "C", "C", "C", "N", "N", "I", "H", "H", "H", "H", "H", "H", "H"], "coordinates": [[-0.214047, 1.034647, 0.671142], [-0.308668, -0.497700, 0.376252], [1.922809, -0.021047, -0.957847], [-1.331696, -0.895298, -0.632442], [0.502172, 1.800484, -0.335958], [1.512807, 1.109831, -0.607376], [3.789800, -0.656292, -0.108198], [-1.236830, 1.497466, 0.714162], [0.079937, 1.331943, 1.724471], [-0.489862, -0.883631, 1.352964], [0.680379, -0.874236, 0.139258], [-1.351795, -0.437144, -1.596567], [-2.176445, -0.524804, -0.014125], [-1.378560, -1.984215, -0.725730]], "atomic_forces_ev_per_a": [[-2.62, 0.15, 1.23], [1.65, 1.75, 0.75], [1.39, 1.46, 0.31], [-1.47, -0.15, 1.94], [2.32, -0.63, 0.35], [-0.96, -0.43, -1.62], [-0.51, 0.23, -0.20], [0.53, -0.62, -0.51], [0.59, -0.71, -1.13], [-0.59, -0.80, 0.61], [0.06, -0.30, 0.12], [0.41, 0.48, -0.50], [-0.69, -0.63, -1.29], [-0.11, 0.21, -0.05]], "nbo_charge": [-0.2879, -0.4124, -0.0430, -0.6151, -0.1407, -0.1501, 0.1386, 0.2133, 0.2218, 0.2182, 0.2122, 0.2203, 0.2068, 0.2181], "max_force_ev_per_a": 2.89, "relative_energy_kcal_mol": 96.4, "gap_ev": [7.9982, 8.0004], "e_lumo_ev": [-0.887, -0.884], "multiplicity": 1}